[1]
Computed, not measured: a single C21H31N5O2 molecule in a non-equilibrium geometry, with wB97M-V/def2-TZVPD.

Each line ends with the Mulliken charge.
Geometry (Å):
C  -5.465  -1.208  -1.660  -0.819
O  -4.738  -1.672  -0.548  -0.475
C  -3.411  -1.372  -0.470  0.407
C  -2.699  -0.642  -1.410  -1.291
C  -1.350  -0.402  -1.201  0.176
C  -0.687  -0.878  -0.087  -0.293
C  0.772  -0.571  0.195  0.428
C  0.767  0.633  1.073  -0.540
N  0.904  0.605  2.381  -0.386
N  0.756  1.852  2.803  -0.968
N  0.541  2.641  1.836  -0.420
N  0.538  1.920  0.711  1.167
C  0.327  2.511  -0.585  0.932
C  1.159  3.803  -0.732  -1.059
C  0.153  4.923  -1.011  -0.675
C  -1.129  4.423  -0.353  -0.760
C  -1.141  2.947  -0.738  -1.116
N  1.546  -0.359  -1.024  0.173
C  1.598  -1.543  -1.871  -0.913
C  2.492  -2.663  -1.330  -0.849
C  3.912  -2.150  -1.087  0.555
C  4.797  -3.233  -0.480  -1.705
C  3.842  -0.919  -0.182  -0.972
C  2.898  0.127  -0.780  -0.828
C  -1.408  -1.628  0.860  0.557
O  -0.704  -2.089  1.925  -0.358
C  -1.387  -2.772  2.948  -1.037
C  -2.758  -1.865  0.660  -0.540
H  -5.074  -1.620  -2.596  0.321
H  -5.463  -0.115  -1.714  0.323
H  -6.485  -1.559  -1.511  0.259
H  -3.170  -0.253  -2.298  0.393
H  -0.798  0.158  -1.938  0.498
H  1.167  -1.386  0.820  0.572
H  0.611  1.749  -1.313  0.016
H  1.678  4.000  0.206  0.347
H  1.902  3.710  -1.523  0.337
H  -0.002  5.033  -2.086  0.301
H  0.485  5.878  -0.612  0.388
H  -1.050  4.518  0.730  0.300
H  -2.017  4.952  -0.695  0.432
H  -1.445  2.832  -1.779  0.339
H  -1.806  2.346  -0.118  0.402
H  0.581  -1.915  -2.010  0.449
H  1.980  -1.216  -2.844  0.581
H  2.505  -3.485  -2.048  0.501
H  2.077  -3.045  -0.395  0.196
H  4.339  -1.845  -2.051  0.208
H  5.807  -2.859  -0.326  0.414
H  4.846  -4.099  -1.138  0.407
H  4.401  -3.554  0.481  0.368
H  4.833  -0.479  -0.064  0.485
H  3.486  -1.209  0.809  0.218
H  2.853  0.999  -0.125  0.422
H  3.291  0.456  -1.749  0.634
H  -0.634  -2.985  3.705  0.259
H  -2.173  -2.152  3.386  0.382
H  -1.818  -3.711  2.587  0.368
H  -3.347  -2.431  1.362  0.491

Summary:
**Energy relative to the best compared isomer or geometry (same formula, charge and spin)**: 44.8 kcal per mole
**HOMO level**: -8.353 eV
**Total charge**: 0
**LUMO level**: 0.67 eV
**Orbital gap**: 0.332 Eh
**DFT total energy**: -33824.5108 eV
**Maximum force**: 1.6 eV/A

[2]
Computed, not measured: a molecular structure, C21H31O4Pm in a non-equilibrium geometry, with wB97M-V/def2-TZVPD.

Each line ends with the Mulliken spin population.
Geometry (Å):
O  3.907  0.122  -1.391  0.000
C  4.214  -0.935  -2.375  0.000
C  5.720  -0.730  -2.283  0.000
H  3.777  -0.717  -3.372  0.000
H  3.875  -1.938  -2.046  0.000
C  5.336  0.367  -1.241  0.000
H  6.219  -0.333  -3.165  0.000
H  6.287  -1.547  -1.840  0.000
C  5.689  1.774  -1.675  0.000
H  5.300  1.969  -2.681  0.000
H  6.780  1.905  -1.666  0.000
H  5.257  2.477  -0.965  0.000
C  5.893  0.061  0.139  0.000
H  5.669  -0.961  0.463  0.000
H  5.520  0.771  0.877  0.000
H  6.986  0.180  0.099  0.000
Pm  -2.211  0.285  0.881  4.028
C  -3.385  -0.721  3.014  -0.018
C  -3.910  -1.462  1.868  0.006
C  -2.779  -2.257  1.381  -0.011
H  -4.951  -1.770  1.844  -0.002
C  -1.659  -1.989  2.177  -0.007
C  -2.017  -0.999  3.148  -0.003
H  -1.314  -0.554  3.862  0.002
H  -3.990  -0.055  3.623  0.002
H  -2.839  -2.904  0.503  0.001
H  -0.658  -2.451  2.105  0.000
C  -3.761  2.251  1.941  -0.007
C  -2.577  2.189  2.732  0.000
C  -1.462  2.510  1.904  -0.004
H  -2.533  1.968  3.796  0.001
C  -1.969  2.859  0.606  0.006
C  -3.389  2.677  0.634  -0.014
H  -4.079  2.913  -0.174  0.000
H  -4.772  2.027  2.277  0.001
H  -0.414  2.488  2.204  0.001
H  -1.381  3.186  -0.244  0.001
O  -0.426  -0.247  -0.659  0.005
C  0.752  -0.051  0.195  0.005
C  1.800  -1.039  -0.333  0.004
H  0.515  -0.200  1.272  -0.003
H  1.079  1.003  0.062  0.001
C  1.405  -1.211  -1.825  0.000
H  1.745  -2.009  0.177  0.000
H  2.775  -0.587  -0.135  0.000
C  -0.103  -1.062  -1.822  0.000
H  1.755  -2.165  -2.227  0.000
H  1.819  -0.405  -2.428  0.000
H  -0.592  -2.033  -1.696  0.000
H  -0.504  -0.558  -2.704  0.000
C  -6.762  -0.287  -1.009  0.001
O  -6.012  -0.761  0.169  0.000
C  -4.745  -0.576  0.259  0.007
O  -4.065  0.140  -0.530  -0.003
H  -7.786  -0.523  -0.728  0.000
H  -6.427  -0.875  -1.861  0.000
H  -6.602  0.787  -1.138  0.000

Summary:
**Energy relative to the best compared isomer or geometry (same formula, charge and spin)**: 71.3 kcal per mole
**HOMO level (alpha / beta)**: -4.547 / -4.602 eV
**Total charge**: 0
**2S+1**: 5
**LUMO level (alpha / beta)**: 0.29 / 0.29 eV
**Orbital gap (alpha / beta)**: 0.178 / 0.180 Eh
**DFT total energy**: -47019.7077 eV
**Maximum force**: 3.1 eV/A

[3]
Computed, not measured: a molecular structure, C21H32AlB2F13KN5O5 in a non-equilibrium geometry, with wB97M-V/def2-TZVPD.

Each line ends with the Mulliken charge.
Geometry (Å):
C  -1.453  2.031  -1.740  -1.314
C  -0.133  2.386  -2.427  0.972
C  -0.341  3.110  -3.674  -1.394
N  1.016  2.093  -2.041  -0.129
B  1.360  2.285  -0.664  0.862
B  1.272  0.932  0.369  0.121
O  1.016  1.151  1.720  -0.624
O  1.457  -0.317  -0.200  -0.635
H  -1.382  1.215  -0.978  0.348
H  -1.920  2.967  -1.316  0.320
H  -2.105  1.684  -2.489  0.381
H  -0.039  4.123  -3.542  0.249
H  -1.347  3.043  -4.005  0.411
H  0.322  2.688  -4.383  0.415
H  1.688  3.344  -0.214  -0.135
H  0.518  1.981  1.736  0.127
H  0.656  -0.507  -0.679  0.312
F  1.180  6.376  -2.911  -0.419
Al  2.118  6.469  -4.332  0.593
F  1.685  5.165  -5.325  -0.400
F  3.746  6.378  -3.947  -0.375
F  1.791  7.915  -5.133  -0.391
C  5.804  1.171  0.489  -0.936
C  5.071  1.676  -0.766  0.803
C  4.781  0.642  -1.855  0.316
F  5.919  0.107  -2.340  -0.245
F  4.133  1.247  -2.876  -0.250
F  5.704  2.726  -1.277  -0.270
F  3.833  2.118  -0.311  -0.428
O  7.180  1.327  0.577  -0.388
C  7.984  0.404  -0.040  0.826
C  8.765  1.006  -1.202  0.156
F  7.900  1.563  -2.096  -0.222
F  9.422  -0.009  -1.847  -0.286
F  7.235  -0.675  -0.436  -0.332
F  8.842  -0.051  0.873  -0.300
H  5.419  1.781  1.304  0.465
H  5.512  0.143  0.717  0.338
H  4.144  -0.160  -1.463  0.122
H  9.491  1.775  -0.841  0.346
C  -7.397  -6.043  1.601  -0.893
N  -6.129  -5.344  1.896  0.008
C  -5.538  -4.624  0.921  -0.431
C  -4.387  -3.934  1.160  -0.688
C  -3.806  -3.962  2.430  0.545
C  -4.430  -4.734  3.413  -0.778
C  -5.580  -5.411  3.124  -0.098
C  -2.589  -3.190  2.736  0.749
C  -2.578  -2.253  3.765  -0.572
C  -1.424  -1.576  4.062  -0.354
N  -0.297  -1.815  3.371  0.259
C  -0.287  -2.693  2.361  -0.477
C  -1.411  -3.390  2.023  -0.623
C  0.957  -1.118  3.721  -0.673
H  -7.238  -6.715  0.763  0.374
H  -8.151  -5.300  1.358  0.371
H  -7.706  -6.608  2.471  0.275
H  -6.024  -4.615  -0.042  0.495
H  -3.951  -3.356  0.359  0.585
H  -4.016  -4.811  4.406  0.513
H  -6.087  -6.013  3.860  0.391
H  -3.468  -2.038  4.337  0.543
H  -1.382  -0.843  4.850  0.375
H  0.652  -2.825  1.843  0.522
H  -1.357  -4.103  1.214  0.539
H  1.304  -0.594  2.836  0.161
H  1.675  -1.868  4.045  0.362
H  0.773  -0.410  4.517  0.315
C  -4.972  1.027  -2.721  0.687
O  -3.876  0.728  -3.155  -0.653
N  -5.762  0.133  -2.027  -0.389
N  -5.516  2.272  -2.883  -0.384
H  -6.668  0.358  -1.666  0.153
H  -5.397  -0.786  -1.894  0.185
H  -4.971  2.948  -3.385  0.231
H  -6.416  2.536  -2.536  0.160
F  10.052  2.495  0.606  -0.767
O  -1.570  1.658  2.461  -1.057
H  -1.752  0.711  2.481  0.146
K  -1.526  2.802  0.882  0.890

Summary:
**HOMO level**: -5.958 eV
**Total charge**: 0
**LUMO level**: -5.01 eV
**Orbital gap**: 0.035 Eh
**DFT total energy**: -99587.5255 eV
**Maximum force**: 5.7 eV/A